[1]
Here is C11H10ClNPbS as an isolated structure from the OMol25 dataset. Energies are from the ωB97M-V functional and the def2-TZVPD basis.

XYZ file:
```
25
C11H10ClNPbS (the ωB97M-V functional and the def2-TZVPD basis)
C 0.897 -2.173 2.048
C 0.977 -1.935 0.643
C -0.342 -2.073 0.097
H 1.879 -1.666 0.093
C -1.229 -2.394 1.169
C -0.464 -2.454 2.370
H -0.845 -2.658 3.368
H 1.725 -2.148 2.755
H -0.617 -1.958 -0.953
H -2.298 -2.583 1.085
Pb 0.043 1.103 0.058
Cl 2.467 1.718 0.559
C 0.052 2.737 -1.877
C -1.190 2.080 -2.206
C -0.880 0.788 -2.729
H -2.180 2.532 -2.149
C 0.538 0.627 -2.729
C 1.124 1.819 -2.204
H 2.186 2.031 -2.112
H 0.175 3.770 -1.549
H -1.600 0.090 -3.160
H 1.091 -0.213 -3.153
S -0.269 0.394 4.837
C -0.513 1.027 3.402
N -0.727 1.538 2.337
```

Results
ΔE to the lowest compared entry with this formula, charge and spin ... 0.000 eV
Electronic energy ... -1531.16034 Eh
2S+1 ... 1
Orbital gap ... 5.52 eV
Total charge ... -2


[2]
Here is a 10-piece molecular cluster, C40H55N5O5 overall from the OMol25 dataset. Energies are from the ωB97M-V functional and the def2-TZVPD basis.

XYZ file:
```
105
C40H55N5O5 (the ωB97M-V functional and the def2-TZVPD basis)
N 3.485 -5.692 4.874
C 3.160 -5.550 3.581
C 2.861 -4.348 2.952
C 2.867 -3.169 3.691
C 3.027 -3.305 5.083
C 3.335 -4.561 5.631
H 3.298 -6.523 3.133
H 2.785 -4.272 1.878
H 2.644 -2.233 3.200
H 2.985 -2.360 5.604
H 3.504 -4.579 6.697
N -0.931 2.924 3.905
C -1.505 1.791 3.386
C -2.883 1.601 3.438
C -3.679 2.431 4.173
C -3.079 3.593 4.690
C -1.700 3.814 4.581
H -0.862 1.067 2.907
H -3.285 0.689 3.022
H -4.721 2.202 4.342
H -3.626 4.285 5.314
H -1.239 4.725 4.931
N -1.379 2.855 -1.411
C -0.466 2.840 -0.418
C -0.692 3.562 0.752
C -1.928 4.207 0.953
C -2.819 4.350 -0.032
C -2.486 3.688 -1.234
H 0.417 2.241 -0.584
H 0.069 3.535 1.517
H -2.110 4.693 1.900
H -3.803 4.776 0.094
H -3.131 3.622 -2.098
N -3.951 0.779 -6.705
C -3.061 -0.179 -6.472
C -2.502 -0.493 -5.239
C -2.831 0.427 -4.177
C -3.754 1.447 -4.366
C -4.293 1.566 -5.627
H -2.769 -0.718 -7.362
H -1.738 -1.242 -5.093
H -2.307 0.369 -3.235
H -4.106 1.963 -3.486
H -5.134 2.214 -5.825
N -5.323 -0.792 -1.640
C -4.843 0.368 -1.076
C -4.090 0.373 0.080
C -3.790 -0.842 0.720
C -4.328 -1.991 0.125
C -5.113 -1.917 -1.035
H -5.057 1.319 -1.539
H -3.772 1.319 0.493
H -3.128 -0.992 1.560
H -4.189 -2.936 0.630
H -5.421 -2.889 -1.392
C -1.486 -3.896 1.192
C -1.335 -5.170 0.421
O -2.282 -5.890 0.067
C 0.035 -5.538 0.101
H -2.531 -3.725 1.451
H -1.214 -3.048 0.564
H -0.908 -3.926 2.116
H 0.557 -6.025 0.925
H 0.683 -4.683 -0.091
H 0.162 -6.166 -0.780
C 4.609 1.625 -1.313
C 3.806 2.857 -1.629
O 3.110 3.357 -0.749
C 3.913 3.468 -2.989
H 4.792 1.588 -0.239
H 5.542 1.705 -1.870
H 4.033 0.770 -1.669
H 2.900 3.810 -3.198
H 4.253 2.713 -3.698
H 4.631 4.284 -2.915
C 1.040 -1.271 -4.651
C 2.211 -0.649 -3.905
O 2.567 -1.016 -2.785
C 3.065 0.297 -4.679
H 0.687 -0.685 -5.500
H 0.222 -1.386 -3.940
H 1.438 -2.230 -4.982
H 3.331 -0.285 -5.562
H 3.921 0.491 -4.032
H 2.514 1.220 -4.861
C 1.918 -1.124 0.125
C 0.425 -0.898 0.059
O -0.219 -0.721 1.064
C -0.206 -0.846 -1.309
H 2.396 -0.303 -0.410
H 2.090 -1.990 -0.514
H 2.327 -1.293 1.120
H -1.294 -0.835 -1.247
H -0.027 -1.760 -1.875
H 0.158 -0.038 -1.945
C 4.431 1.917 4.412
C 3.768 1.176 3.216
O 4.185 0.055 2.822
C 2.548 1.835 2.581
H 4.902 1.130 5.000
H 3.660 2.499 4.919
H 5.246 2.560 4.081
H 1.919 2.026 3.450
H 2.064 1.222 1.821
H 2.829 2.739 2.039
```

Results
Structure (SMILES) ... c1ccncc1.c1ccncc1.c1ccncc1.c1ccncc1.c1ccncc1.CC(C)=O.CC(C)=O.CC(C)=O.CC(C)=O.CC(C)=O
ΔE to the lowest compared entry with this formula, charge and spin ... 1.113 eV
Electronic energy ... -2207.05776 Eh
2S+1 ... 1
Orbital gap ... 9.77 eV
Total charge ... 0


[3]
Here is C36H43As3BrF9N2O4RbS2Sb as an isolated structure from the OMol25 dataset. Energies are from the ωB97M-V functional and the def2-TZVPD basis.

XYZ file:
```
102
C36H43As3BrF9N2O4RbS2Sb (the ωB97M-V functional and the def2-TZVPD basis)
Rb 1.052 -1.545 -1.005
F 4.604 -4.048 -4.570
C 4.267 -4.363 -3.315
F 5.273 -4.009 -2.522
F 4.082 -5.678 -3.243
S 2.699 -3.456 -2.902
O 3.128 -2.138 -2.518
O 1.896 -3.594 -4.078
N 1.999 -4.207 -1.702
S 2.716 -4.365 -0.304
O 2.718 -3.133 0.450
O 3.908 -5.138 -0.316
C 1.424 -5.449 0.498
F 0.259 -4.788 0.678
F 1.859 -5.842 1.695
F 1.179 -6.524 -0.234
C -0.370 2.206 2.540
As -0.563 1.736 0.638
C 0.620 3.189 0.028
C -2.384 2.546 0.522
C -3.057 3.073 -0.761
C -4.415 3.652 -0.325
C -3.363 1.977 -1.787
As -1.915 0.927 -2.654
C -1.257 2.238 -3.974
C -3.159 0.067 -3.912
C -2.218 4.193 -1.363
As -3.057 5.243 -2.828
C -1.384 6.116 -3.381
C -3.741 6.760 -1.774
H -0.499 3.283 2.661
H 0.623 1.924 2.889
H -1.111 1.685 3.141
H 0.245 4.167 0.334
H 0.756 3.173 -1.052
H 1.592 3.022 0.498
H -2.364 3.375 1.241
H -3.031 1.776 0.961
H -5.012 2.892 0.180
H -4.985 4.000 -1.190
H -4.281 4.490 0.360
H -3.959 2.418 -2.596
H -3.995 1.219 -1.308
H -2.051 2.930 -4.271
H -0.933 1.681 -4.853
H -0.405 2.800 -3.595
H -3.790 0.824 -4.381
H -3.784 -0.653 -3.387
H -2.601 -0.458 -4.684
H -1.292 3.785 -1.775
H -1.935 4.904 -0.579
H -0.756 5.404 -3.913
H -0.839 6.501 -2.520
H -1.611 6.941 -4.055
H -4.693 6.508 -1.312
H -3.901 7.606 -2.442
H -3.031 7.051 -1.001
Br -1.455 -3.022 -3.269
C -0.458 -2.090 -4.595
C -0.517 -2.546 -5.903
C 0.263 -1.884 -6.835
C 1.048 -0.816 -6.420
C 1.007 -0.449 -5.087
N 0.258 -1.072 -4.182
H -1.131 -3.393 -6.164
H 0.266 -2.204 -7.868
H 1.682 -0.281 -7.113
H 1.600 0.377 -4.716
F 3.315 -6.341 5.855
C 2.788 -5.327 5.141
C 1.414 -5.210 5.068
C 0.881 -4.165 4.331
C 1.703 -3.255 3.685
C 3.081 -3.402 3.779
C 3.637 -4.438 4.509
Sb 0.859 -1.730 2.458
C -0.726 -1.264 3.819
C -1.991 -1.088 3.276
C -3.088 -0.818 4.076
C -2.893 -0.730 5.441
F -3.949 -0.465 6.232
C -1.653 -0.918 6.023
C -0.577 -1.196 5.200
C 2.288 -0.219 2.968
C 3.335 -0.012 2.077
C 4.308 0.946 2.322
C 4.209 1.699 3.477
F 5.141 2.639 3.726
C 3.185 1.522 4.386
C 2.229 0.556 4.122
H 0.786 -5.926 5.578
H -0.196 -4.066 4.270
H 3.739 -2.707 3.273
H 4.705 -4.567 4.587
H -2.131 -1.157 2.199
H -4.077 -0.680 3.663
H -1.549 -0.856 7.097
H 0.392 -1.377 5.650
H 3.423 -0.621 1.184
H 5.130 1.108 1.640
H 3.147 2.133 5.276
H 1.417 0.422 4.826
```

Results
ΔE to the lowest compared entry with this formula, charge and spin ... 0.278 eV
Electronic energy ... -13048.88340 Eh
2S+1 ... 1
Orbital gap ... 8.54 eV
Total charge ... 0